(1)
C7H12 | the ωB97M-V functional and the def2-TZVPD basis

Geometry (Å):
H: 0.42703 -0.45370 1.78610
C: 1.47914 1.05322 0.51812
H: -3.13202 -0.04316 0.89266
C: 0.84494 -0.33171 0.78257
H: -1.67443 -0.25795 1.85638
C: -2.27538 -0.70843 1.05882
H: 2.56899 1.04759 0.62441
H: 1.08776 1.78894 1.23313
H: -0.43944 0.57219 -2.27688
C: 0.12661 0.53581 -1.35156
C: -1.50364 -0.71859 -0.21164
H: -2.06843 -0.68913 -1.14273
H: 1.34536 2.28496 -1.42112
C: -0.20927 -0.41738 -0.29928
H: 1.60221 -1.12349 0.67839
H: -2.64057 -1.68303 1.37697
C: 1.02541 1.40017 -0.88951
H: 1.48380 -1.40645 -1.52966
H: 1.95194 -0.84985 -1.68517

Its molar mass is 96.2 Da. The value obtained for the HOMO energy is -7.90 eV. The energy is -7450.915 eV. The value obtained for the LUMO energy is 1.1 eV. Its net charge is 0. The energy relative to the best compared isomer or geometry (same formula, charge and spin) is 2.5167 eV. The value obtained for the gap between HOMO and LUMO is 8.97 eV.

---

(2)
C2H4N4OS | the ωB97M-V functional and the def2-TZVPD basis

Geometry (Å):
O: -0.48982 0.59353 -0.87560
C: -0.42521 -0.75256 -0.65834
H: 1.37521 -0.81835 2.41779
H: -1.04411 -2.50386 -1.54751
N: 0.00597 1.12182 0.31635
H: -1.18823 -1.06585 -2.50942
N: 1.07389 0.16367 2.22271
S: 1.08568 2.46118 0.08348
C: 0.43516 0.09763 1.13680
N: -1.02032 -1.48862 -1.63272
N: 0.02884 -1.09086 0.47193
H: 0.16296 3.28226 0.57454

Its molar mass is 132.1 Da. The value obtained for the HOMO energy is -8.98 eV. The energy is -20980.016 eV. The value obtained for the LUMO energy is 0.6 eV. Its net charge is 0. The energy relative to the best compared isomer or geometry (same formula, charge and spin) is 0.9989 eV. The value obtained for the gap between HOMO and LUMO is 9.59 eV.

---

Question: Look up the energy of the first one.
Answer: -7450.915 eV